Entry 1:
This record from the Open Molecules 2025 dataset describes a cluster of 2 separate species, C3H3NO in total in a non-equilibrium geometry. The level of theory is wB97M-V/def2-TZVPD.

The geometry in XYZ format:
```
8
Properties=species:S:1:pos:R:3:nbo_charge:R:1
C -0.099 1.477 0.828 -0.165
C 0.179 1.285 -0.474 -0.172
C 0.028 0.145 0.346 0.138
N 0.168 -1.861 0.612 -0.168
O 0.352 -2.369 -0.623 -0.552
H -0.407 1.968 1.678 0.236
H 0.217 2.077 -1.218 0.253
H -0.438 -2.722 -1.149 0.431
```

The value obtained for the relative energy (zero: lowest compared OMol25 entry of this formula, charge and spin) is 817.8 kJ/mol. As for the HOMO-LUMO gap (spin up / spin down): 7.83 / 7.84 eV. As for the charge: 0. The spin multiplicity is 1.

=====

Entry 2:
This record from the Open Molecules 2025 dataset describes the molecule C3H3NO in a non-equilibrium geometry. The level of theory is wB97M-V/def2-TZVPD.

The geometry in XYZ format:
```
8
Properties=species:S:1:pos:R:3:nbo_charge:R:1
N -2.682 0.031 -0.332 -0.298
C -1.552 -0.231 -0.180 0.235
C -0.099 -0.325 0.280 -0.068
C 1.091 0.527 -0.144 -0.054
O 0.961 -0.753 -0.625 -0.461
H -0.215 -1.152 1.174 0.245
H 1.709 0.647 0.677 0.198
H 0.789 1.256 -0.852 0.203
```

The value obtained for the relative energy (zero: lowest compared OMol25 entry of this formula, charge and spin) is 224.2 kJ/mol. As for the HOMO-LUMO gap: 12.13 eV. As for the charge: 0. The spin multiplicity is 1. Its structure (SMILES) is N#C[C@@H]1CO1.

=====

Entry 3:
This record from the Open Molecules 2025 dataset describes the molecule C3H3NO in a non-equilibrium geometry. The level of theory is wB97M-V/def2-TZVPD.

The geometry in XYZ format:
```
8
Properties=species:S:1:pos:R:3:nbo_charge:R:1
N -1.420 1.369 -1.103 -0.284
C -0.424 0.901 -0.731 0.261
C 0.714 0.231 0.005 -0.579
C -0.240 -0.863 0.427 0.430
O -0.466 -1.830 -0.249 -0.484
H 1.629 -0.183 -0.463 0.276
H 1.017 0.920 0.803 0.256
H -0.810 -0.544 1.310 0.125
```

The value obtained for the relative energy (zero: lowest compared OMol25 entry of this formula, charge and spin) is 89.0 kJ/mol. As for the HOMO-LUMO gap: 10.99 eV. As for the charge: 0. The spin multiplicity is 1. Its structure (SMILES) is N#CCC=O.